Record 1
C22H28F6HfN3O7PS5 | ωB97M-V/def2-TZVPD

Computed properties:
Frontier orbital gap   8.460 eV
Spin multiplicity   1
Net charge   +2

XYZ file:
```
73
C22H28F6HfN3O7PS5, DFT ωB97M-V/def2-TZVPD
Hf -1.42 -0.51 -0.10
F -5.45 -0.47 3.23
C -4.99 -1.53 2.61
F -5.96 -2.32 2.22
F -4.12 -2.18 3.37
S -4.04 -0.98 1.11
O -2.90 -0.14 1.57
O -3.45 -2.13 0.44
N -5.08 -0.15 0.32
S -4.48 0.75 -0.83
O -5.40 1.04 -1.86
O -3.17 0.17 -1.25
C -3.98 2.37 -0.02
F -2.64 2.40 0.03
F -4.40 3.36 -0.77
F -4.47 2.45 1.19
C 3.97 1.43 -1.03
C 3.93 1.34 0.48
C 4.53 2.54 1.18
O 2.54 1.16 0.99
P 1.15 1.43 0.35
S -0.23 0.95 1.73
S 0.70 0.27 -1.26
O 1.04 2.89 -0.18
C 1.19 4.13 0.64
C 1.91 5.12 -0.24
C -0.19 4.59 1.06
H 5.01 1.53 -1.34
H 3.43 2.31 -1.38
H 3.56 0.54 -1.50
H 4.41 0.43 0.83
H 4.09 3.47 0.82
H 5.60 2.57 0.96
H 4.41 2.48 2.26
H 1.79 3.87 1.51
H 1.31 5.35 -1.12
H 2.87 4.74 -0.56
H 2.07 6.04 0.32
H -0.79 4.82 0.18
H -0.10 5.50 1.65
H -0.70 3.84 1.66
C -0.42 -4.27 2.33
S -0.28 -2.49 2.33
O -0.57 -2.17 0.83
C 1.46 -2.27 2.49
C 1.91 -1.73 3.69
C 3.28 -1.57 3.87
C 4.16 -1.91 2.85
C 3.68 -2.42 1.64
C 2.32 -2.60 1.46
H 0.25 -4.69 1.59
H -1.47 -4.51 2.13
H -0.15 -4.61 3.33
H 1.22 -1.45 4.47
H 3.66 -1.16 4.80
H 5.22 -1.79 2.99
H 4.37 -2.69 0.85
H 1.93 -2.99 0.52
N -1.43 -3.73 -3.07
C -1.38 -3.17 -1.86
N -1.38 -1.85 -1.93
C -1.43 -1.53 -3.29
C -1.47 -0.29 -3.94
C -1.53 -0.31 -5.31
C -1.55 -1.51 -6.04
C -1.52 -2.73 -5.41
C -1.46 -2.72 -4.02
H -1.45 -4.72 -3.26
H -1.36 -3.74 -0.95
H -1.45 0.63 -3.38
H -1.56 0.63 -5.85
H -1.60 -1.47 -7.12
H -1.55 -3.66 -5.97
```

***

Record 2
C22H28FNO4 | ωB97M-V/def2-TZVPD

Computed properties:
Frontier orbital gap   8.880 eV
Spin multiplicity   1
SMILES   CCOC(=O)C1(Cc2cccc(F)c2)CCN(Cc2ccc(COC)o2)CC1

XYZ file:
```
56
C22H28FNO4, DFT ωB97M-V/def2-TZVPD
C -3.40 -3.96 0.36
C -3.56 -2.56 0.91
H -3.93 -2.58 1.94
H -4.25 -1.98 0.28
O -2.31 -1.87 0.97
C -1.88 -1.29 -0.16
O -2.51 -1.30 -1.18
C -0.54 -0.60 0.05
C 0.45 -1.56 0.73
C 0.84 -2.70 -0.22
N 1.37 -2.26 -1.49
C 0.47 -1.34 -2.15
C 0.02 -0.15 -1.30
H 0.85 0.53 -1.14
H -0.76 0.39 -1.85
H 0.95 -0.98 -3.06
H -0.42 -1.92 -2.44
C 2.79 -1.97 -1.54
C 3.30 -0.88 -0.64
C 3.96 -0.93 0.55
C 4.15 0.42 0.96
C 3.59 1.19 -0.01
O 3.09 0.41 -0.99
C 3.37 2.67 -0.12
H 3.27 2.94 -1.18
O 2.14 3.07 0.47
C 2.17 3.09 1.88
H 2.35 2.09 2.29
H 2.94 3.77 2.25
H 1.19 3.44 2.20
H 4.20 3.21 0.33
H 4.64 0.75 1.86
H 4.27 -1.81 1.08
H 3.32 -2.89 -1.28
H 3.03 -1.71 -2.57
H 1.58 -3.34 0.27
H -0.05 -3.30 -0.43
H 0.01 -1.97 1.63
H 1.34 -0.99 1.01
C -0.77 0.62 0.98
C -1.73 1.62 0.40
C -1.24 2.72 -0.29
C -2.14 3.61 -0.85
C -3.51 3.45 -0.75
C -3.98 2.36 -0.04
C -3.10 1.46 0.53
H -3.49 0.62 1.09
H -5.05 2.21 0.06
H -4.17 4.17 -1.20
F -1.66 4.69 -1.52
H -0.18 2.90 -0.39
H -1.15 0.25 1.94
H 0.19 1.10 1.15
H -3.05 -3.92 -0.67
H -2.67 -4.52 0.95
H -4.35 -4.48 0.39
```

***

Record 3
C22H28FeN3O3 | ωB97M-V/def2-TZVPD

Computed properties:
Frontier orbital gap (alpha / beta)   3.775 / 4.597 eV
Spin multiplicity   5
Net charge   -1
Expectation value of S²   6.11

XYZ file:
```
57
C22H28FeN3O3, DFT ωB97M-V/def2-TZVPD
O 5.24 1.10 0.23
C 4.33 1.82 0.31
Fe 2.98 3.01 0.72
C 4.27 4.16 1.35
O 5.17 4.71 1.85
C 2.87 2.43 2.38
O 2.99 2.01 3.45
C 1.52 1.82 0.13
C 0.19 2.15 0.74
C 0.10 3.67 1.02
C 1.49 4.29 1.09
C 2.14 4.67 -0.13
C 2.01 3.84 -1.27
C 1.93 2.47 -1.09
H 1.81 0.76 0.23
H -0.63 1.85 0.06
H 0.04 1.58 1.67
H -0.49 4.14 0.22
H -0.45 3.87 1.96
H 1.66 4.91 1.97
H 2.67 5.63 -0.18
H 2.23 4.25 -2.26
H 2.23 1.80 -1.91
C -4.08 -1.75 -1.57
N -2.85 -1.45 -2.29
C -2.83 -0.14 -2.94
C -1.67 -1.95 -1.73
N -1.76 -2.35 -0.50
C -0.64 -2.56 0.36
C -0.91 -2.60 1.87
C -1.47 -3.74 2.45
C -1.45 -3.89 3.85
C -0.93 -2.87 4.65
C -0.50 -1.67 4.07
C -0.52 -1.53 2.68
N -0.61 -1.98 -2.61
C -0.83 -1.93 -4.05
C 0.69 -2.56 -2.32
H -3.84 -2.50 -0.80
H -4.48 -0.84 -1.10
H -4.82 -2.14 -2.28
H -1.81 0.23 -3.06
H -3.32 -0.21 -3.92
H -3.40 0.58 -2.33
H -0.17 -3.54 0.13
H 0.13 -1.78 0.24
H -1.85 -4.54 1.81
H -1.79 -4.83 4.30
H -0.84 -3.01 5.72
H -0.10 -0.86 4.69
H -0.15 -0.61 2.20
H -1.88 -1.76 -4.28
H -0.21 -1.13 -4.48
H -0.52 -2.88 -4.51
H 0.85 -2.63 -1.25
H 0.79 -3.56 -2.78
H 1.47 -1.92 -2.76
```

***

Record 4
C22H28N2O3S2 | ωB97M-V/def2-TZVPD

Computed properties:
Frontier orbital gap   9.455 eV
Spin multiplicity   1
SMILES   O=C(NC1CCCC1)[C@@H](c1cccs1)N(C[C@H]1CCCO1)C(=O)Cc1cccs1

XYZ file:
```
57
C22H28N2O3S2, DFT ωB97M-V/def2-TZVPD
O -1.45 -1.56 1.88
C -1.63 -0.49 1.35
N -2.59 -0.24 0.44
H -2.59 0.65 -0.04
C -3.48 -1.27 -0.06
H -3.57 -2.01 0.74
C -4.82 -0.64 -0.45
C -4.63 -0.27 -1.92
H -5.57 -0.07 -2.43
C -3.90 -1.49 -2.48
H -3.37 -1.27 -3.40
H -4.62 -2.29 -2.67
C -2.94 -1.91 -1.36
H -2.87 -2.99 -1.27
H -1.93 -1.53 -1.55
H -4.00 0.62 -2.00
H -5.06 0.22 0.18
H -5.61 -1.38 -0.35
C -0.76 0.77 1.59
C -0.02 0.78 2.89
C 0.37 -0.24 3.69
C 1.07 0.19 4.84
C 1.22 1.54 4.88
S 0.48 2.31 3.54
H 1.70 2.14 5.63
H 1.45 -0.48 5.59
H 0.13 -1.27 3.48
N 0.16 0.88 0.44
C -0.23 1.65 -0.59
O -1.34 2.17 -0.62
C 0.75 1.84 -1.73
C 0.62 0.71 -2.70
C 1.59 -0.15 -3.12
C 1.11 -1.11 -4.04
C -0.21 -0.97 -4.30
S -0.91 0.34 -3.43
H -0.83 -1.56 -4.95
H 1.73 -1.87 -4.48
H 2.61 -0.09 -2.80
H 0.48 2.78 -2.22
H 1.78 1.90 -1.37
C 1.33 0.04 0.46
H 1.51 -0.37 -0.53
H 1.12 -0.79 1.14
C 2.61 0.77 0.93
C 3.49 -0.07 1.86
H 3.26 0.12 2.91
C 4.90 0.34 1.46
H 5.65 -0.42 1.69
C 4.72 0.55 -0.04
H 5.44 1.25 -0.48
H 4.77 -0.40 -0.58
O 3.43 1.12 -0.19
H 5.18 1.28 1.94
H 3.34 -1.13 1.65
H 2.32 1.71 1.41
H -1.40 1.65 1.54
```

***

Record 5
C22H28N3O2PPdSSe2 | ωB97M-V/def2-TZVPD

Computed properties:
Frontier orbital gap   6.751 eV
Spin multiplicity   1
Net charge   +2

XYZ file:
```
60
C22H28N3O2PPdSSe2, DFT ωB97M-V/def2-TZVPD
Pd 0.43 0.07 -0.19
C -1.57 2.26 -0.52
C -0.49 2.75 0.43
N 0.82 2.08 0.19
C 1.69 2.68 -0.86
C 1.22 2.37 -2.27
S 0.87 0.58 -2.50
C -0.86 0.64 -3.10
C -1.91 0.32 -2.03
N -1.52 0.78 -0.68
H -1.45 2.71 -1.51
H -2.55 2.57 -0.16
H -0.77 2.51 1.46
H -0.38 3.83 0.36
H 1.34 2.11 1.06
H 2.69 2.27 -0.70
H 1.76 3.76 -0.72
H 2.00 2.64 -2.98
H 0.33 2.93 -2.54
H -0.93 -0.09 -3.90
H -0.99 1.62 -3.55
H -2.06 -0.75 -1.96
H -2.86 0.77 -2.32
H -2.13 0.29 -0.01
Se 2.73 -0.56 0.35
P 2.04 -1.31 2.31
Se 0.07 -0.32 2.21
C 3.01 -0.80 3.71
C 2.77 0.41 4.37
C 3.59 0.79 5.41
C 4.66 -0.02 5.79
C 4.91 -1.21 5.12
C 4.09 -1.61 4.09
C 1.91 -3.08 2.31
C 1.55 -3.70 3.51
C 1.39 -5.08 3.54
C 1.59 -5.83 2.39
C 1.94 -5.21 1.20
C 2.09 -3.83 1.15
H 1.92 1.03 4.08
H 3.39 1.71 5.94
H 5.30 0.29 6.61
H 5.74 -1.83 5.42
H 4.27 -2.55 3.58
H 1.41 -3.12 4.41
H 1.12 -5.56 4.47
H 1.48 -6.90 2.42
H 2.11 -5.80 0.31
H 2.38 -3.35 0.22
O -2.18 -1.67 0.43
C -1.30 -2.33 -0.09
C -1.35 -3.81 -0.41
C -0.11 -4.06 -1.27
C 0.62 -2.73 -1.32
O 1.62 -2.46 -1.92
N -0.11 -1.81 -0.56
H -2.29 -4.04 -0.91
H -1.34 -4.35 0.53
H -0.34 -4.36 -2.29
H 0.56 -4.81 -0.86
```

***

Record 6
C22H28N3O5 | ωB97M-V/def2-TZVPD

Computed properties:
Frontier orbital gap   8.688 eV
Spin multiplicity   1
SMILES   COc1cc(NC(=O)CN2CC[NH+](Cc3ccc4c(c3)OCO4)CC2)cc(OC)c1
Net charge   +1

XYZ file:
```
58
C22H28N3O5, DFT ωB97M-V/def2-TZVPD
C 3.05 0.06 -1.85
H 2.24 0.70 -1.50
H 3.71 0.64 -2.49
H 3.62 -0.33 -1.00
O 2.57 -0.99 -2.66
C 1.74 -1.91 -2.11
C 1.47 -3.02 -2.92
C 0.66 -4.05 -2.45
C 0.11 -3.96 -1.17
C 0.37 -2.85 -0.39
C 1.18 -1.82 -0.84
H 1.37 -0.97 -0.21
N -0.19 -2.80 0.91
C -0.70 -1.73 1.51
O -0.77 -0.62 0.97
C -1.17 -1.98 2.95
N -1.64 -0.85 3.71
C -0.76 0.28 3.90
H 0.21 0.06 3.44
H -0.59 0.44 4.97
C -1.35 1.57 3.30
N -2.18 1.21 2.14
C -3.40 0.49 2.57
H -3.80 -0.04 1.71
H -4.14 1.21 2.92
C -3.03 -0.49 3.71
H -3.64 -1.39 3.64
H -3.24 -0.02 4.68
C -2.49 2.36 1.25
C -1.29 2.72 0.41
C -1.03 1.98 -0.73
C 0.06 2.26 -1.55
C 0.88 3.29 -1.17
C 0.62 4.04 -0.02
C -0.46 3.78 0.79
H -0.66 4.38 1.65
O 1.58 5.00 0.12
C 2.44 4.86 -0.99
O 2.01 3.76 -1.77
H 3.47 4.68 -0.65
H 2.41 5.78 -1.60
H 0.25 1.70 -2.45
H -1.69 1.17 -1.01
H -2.80 3.21 1.87
H -3.32 2.07 0.61
H -1.58 0.49 1.58
H -0.55 2.24 2.97
H -1.97 2.10 4.03
H -0.33 -2.42 3.49
H -1.97 -2.73 2.93
H -0.28 -3.69 1.38
H -0.51 -4.77 -0.81
O 0.35 -5.16 -3.14
C 0.87 -5.33 -4.44
H 0.54 -4.53 -5.12
H 0.49 -6.28 -4.79
H 1.97 -5.36 -4.43
H 1.92 -3.04 -3.89
```

***

Record 7
C22H28N4O2S2 | ωB97M-V/def2-TZVPD

Computed properties:
Frontier orbital gap   8.039 eV
Spin multiplicity   1
SMILES   O=C(CSc1nc2ccccc2nc1SCC(=O)N1CCCCC1)N1CCCCC1

XYZ file:
```
58
C22H28N4O2S2, DFT ωB97M-V/def2-TZVPD
O 1.64 1.79 -1.93
C 2.17 2.19 -0.91
N 3.45 1.92 -0.60
C 4.12 2.18 0.65
H 3.51 2.81 1.30
C 4.44 0.87 1.36
C 5.30 -0.02 0.45
C 4.58 -0.24 -0.87
C 4.24 1.11 -1.51
H 3.66 0.97 -2.42
H 5.16 1.66 -1.75
H 5.20 -0.81 -1.56
H 3.66 -0.79 -0.70
H 5.49 -0.98 0.94
H 6.26 0.47 0.27
H 4.97 1.08 2.29
H 3.51 0.35 1.59
H 5.06 2.72 0.43
C 1.36 3.03 0.07
H 1.91 3.88 0.47
H 0.46 3.37 -0.43
S 0.89 2.01 1.52
C 0.62 0.47 0.67
N 1.41 -0.51 0.97
C 1.26 -1.69 0.33
C 2.11 -2.76 0.61
C 1.97 -3.94 -0.07
C 0.97 -4.08 -1.05
C 0.12 -3.05 -1.34
C 0.25 -1.83 -0.66
N -0.59 -0.81 -0.92
C -0.43 0.32 -0.28
S -1.56 1.62 -0.53
C -2.59 0.98 -1.88
H -2.21 -0.01 -2.12
H -2.46 1.65 -2.73
C -4.07 1.00 -1.50
O -4.81 1.80 -2.03
N -4.49 0.10 -0.59
C -3.71 -0.88 0.12
H -2.73 -1.00 -0.33
C -3.59 -0.49 1.60
C -4.98 -0.35 2.21
C -5.81 0.64 1.39
C -5.85 0.21 -0.08
H -6.38 0.95 -0.68
H -6.34 -0.76 -0.18
H -6.83 0.70 1.78
H -5.36 1.63 1.46
H -4.91 -0.02 3.24
H -5.47 -1.33 2.20
H -3.01 -1.24 2.13
H -3.06 0.47 1.68
H -4.23 -1.84 0.05
H -0.65 -3.14 -2.09
H 0.88 -5.02 -1.57
H 2.62 -4.77 0.14
H 2.87 -2.63 1.37
```

***

Record 8
C22H28N4O4 | ωB97M-V/def2-TZVPD

Computed properties:
Frontier orbital gap   8.722 eV
Spin multiplicity   1
SMILES   COc1cc(CN2CCNC(=O)[C@H]2CC(=O)N(C)Cc2cccnc2)cc(OC)c1

XYZ file:
```
58
C22H28N4O4, DFT ωB97M-V/def2-TZVPD
C -1.40 -3.42 -2.77
H -1.82 -4.28 -2.24
O -0.24 -2.93 -2.13
C -0.36 -2.44 -0.86
C 0.82 -1.96 -0.29
C 0.80 -1.40 0.97
C -0.38 -1.34 1.68
C -1.56 -1.85 1.13
C -1.55 -2.40 -0.15
H -2.46 -2.77 -0.58
O -2.66 -1.77 1.92
C -3.88 -2.29 1.44
H -3.81 -3.37 1.24
H -4.20 -1.77 0.53
H -4.61 -2.12 2.23
H -0.42 -0.90 2.66
C 2.07 -0.91 1.63
N 3.13 -0.58 0.68
C 4.44 -0.96 1.15
H 4.39 -1.99 1.53
H 4.80 -0.31 1.96
C 5.41 -0.91 -0.01
N 5.39 0.42 -0.57
C 4.33 1.25 -0.54
O 4.35 2.32 -1.12
C 3.12 0.83 0.30
C 1.87 1.21 -0.51
H 2.16 2.00 -1.21
C 0.73 1.75 0.34
O 0.79 1.87 1.55
N -0.37 2.12 -0.37
C -0.42 2.15 -1.81
H -0.23 1.16 -2.23
H -1.41 2.47 -2.12
H 0.32 2.84 -2.22
C -1.48 2.72 0.34
C -2.80 2.08 0.03
C -2.90 0.77 -0.43
N -4.05 0.18 -0.72
C -5.17 0.87 -0.55
C -5.19 2.17 -0.09
C -3.99 2.79 0.20
H -3.96 3.81 0.55
H -6.13 2.70 0.03
H -6.08 0.34 -0.79
H -2.02 0.17 -0.57
H -1.53 3.79 0.13
H -1.26 2.59 1.41
H 1.53 0.34 -1.08
H 3.14 1.48 1.20
H 6.16 0.71 -1.16
H 6.43 -1.14 0.32
H 5.11 -1.65 -0.77
H 2.43 -1.71 2.28
H 1.82 -0.05 2.27
H 1.74 -2.03 -0.85
H -1.08 -3.73 -3.76
H -2.17 -2.65 -2.87
```